ORCA calculation (the ωB97M-V functional and the def2-TZVPD basis) on a molecular structure, C23H24NO11P2S2ScTe at a distorted geometry.

## Properties
**Charge**: -2
**Energy above the lowest of the compared OMol25 structures with the same formula, charge and spin**: 0.0 kcal/mol
**Kohn-Sham gap**: 5.4 eV
**LUMO**: 3.716 eV

Last column: Löwdin charge in e.
Atoms and positions in Å:
1 Sc 1.794 -1.957 0.480  0.730
2 C 2.541 -0.521 4.623  -0.178
3 C 2.553 -0.489 3.134  -0.841
4 S 3.368 -1.918 2.505  0.526
5 C 2.057 0.529 2.422  -0.757
6 C 1.541 1.829 3.058  -0.118
7 S 2.226 0.580 0.641  0.536
8 H 2.248 -1.534 4.911  0.054
9 H 1.827 0.187 5.064  0.060
10 H 3.533 -0.405 5.036  0.061
11 H 1.748 1.879 4.097  0.032
12 H 0.458 1.892 2.865  0.052
13 H 2.018 2.686 2.552  0.061
14 O 3.315 -1.243 -5.706  0.072
15 C 3.035 -1.606 -4.567  -0.240
16 C 1.607 -1.679 -4.009  -0.307
17 O 0.586 -1.408 -4.617  0.035
18 C 1.748 -1.945 -2.560  -0.264
19 C 3.073 -2.201 -2.204  -0.291
20 O 3.370 -2.384 -0.979  -0.096
21 C 3.968 -1.914 -3.375  -0.270
22 O 5.177 -1.835 -3.400  0.082
23 O 0.851 -1.932 -1.612  -0.160
24 N -1.441 -3.091 -1.415  0.162
25 C -1.643 -3.605 -0.064  -0.526
26 C -2.863 -4.514 -0.069  -0.094
27 P -1.744 -2.174 1.103  0.364
28 O -2.681 -1.242 0.097  -0.157
29 O -2.411 -2.471 2.379  -0.280
30 O -0.300 -1.707 1.048  -0.373
31 P -0.164 -4.574 0.623  0.378
32 O -0.125 -5.883 -0.399  -0.168
33 O -0.507 -4.925 2.013  -0.268
34 O 1.148 -3.943 0.182  -0.373
35 H -2.202 -2.425 -1.686  0.164
36 H -1.380 -3.818 -2.121  0.158
37 H -0.518 -2.589 -1.499  0.068
38 H -3.753 -3.980 -0.409  0.076
39 H -2.996 -4.861 0.941  0.070
40 H -2.738 -5.449 -0.709  0.095
41 H -3.151 -0.498 0.452  0.027
42 H 0.614 -5.702 -0.974  0.045
43 Te -0.556 2.186 -2.340  1.343
44 C 0.112 4.072 -1.720  -0.555
45 C -0.411 5.243 -2.267  -0.159
46 C -0.065 6.463 -1.717  -0.115
47 C 0.779 6.533 -0.606  -0.094
48 C 1.363 5.353 -0.079  -0.062
49 C 1.040 4.123 -0.677  -0.127
50 C -1.862 2.005 -0.715  -0.549
51 C -3.213 2.299 -0.789  -0.163
52 C -4.012 2.226 0.338  -0.129
53 C -3.529 1.750 1.538  -0.096
54 C -2.149 1.428 1.618  -0.082
55 C -1.297 1.584 0.507  -0.131
56 H -1.083 5.181 -3.093  0.073
57 H -0.510 7.367 -2.115  0.090
58 H 1.057 7.461 -0.154  0.079
59 H 1.999 5.365 0.770  0.085
60 H 1.394 3.179 -0.293  0.035
61 H -3.633 2.633 -1.763  0.097
62 H -5.042 2.513 0.226  0.089
63 H -4.187 1.608 2.388  0.099
64 H -1.732 0.955 2.499  0.106
65 H -0.251 1.316 0.600  0.019